Record 1
{"formula": "C8H8N2O", "method": "ωB97M-V with the def2-TZVPD basis set", "e_above_lowest_kj_mol": 452.6, "largest_force_ev_per_a": 5.09, "spin_multiplicity": 1, "smiles": "O=C/C=C\\C=C/n1cccn1", "e_tot_ev": -13449.538, "e_homo_ev": [-8.25, -8.25], "homo_lumo_gap_ev": [7.868, 7.869], "symbols": ["H", "C", "H", "C", "C", "N", "H", "C", "H", "N", "H", "O", "C", "C", "H", "H", "C", "H", "C"], "coordinates": [[-2.792, -1.734, -0.150], [2.597, 0.548, -0.445], [1.811, 1.655, 1.389], [-0.276, -0.141, 1.566], [-1.853, -0.147, -1.121], [0.833, -0.050, 0.732], [-1.232, 1.676, -1.844], [-1.195, 1.070, -0.945], [-1.936, -1.180, 2.027], [0.957, -0.987, -0.241], [-0.147, 0.125, 2.526], [-0.647, 1.514, 0.058], [1.974, -0.591, -0.972], [-1.409, -0.866, 1.197], [-2.280, -0.575, -2.045], [2.392, -1.232, -1.726], [-2.050, -0.992, -0.042], [3.410, 1.062, -0.623], [1.842, 0.846, 0.660]], "lowdin_charge": [0.093, -0.037, 0.137, 0.004, -0.074, -0.156, 0.111, -0.279, 0.075, 0.105, 0.091, -0.011, -0.129, -0.061, 0.112, 0.104, -0.069, 0.042, -0.059]}

Record 2
{"formula": "C5H16NO2", "method": "ωB97M-V with the def2-TZVPD basis set", "e_above_lowest_kj_mol": 91.3, "largest_force_ev_per_a": 3.03, "spin_multiplicity": 1, "charge": 1, "e_tot_ev": -11022.934, "e_homo_ev": -14.67, "homo_lumo_gap_ev": 11.826, "symbols": ["C", "H", "H", "O", "H", "H", "H", "C", "H", "C", "H", "C", "H", "H", "H", "H", "H", "C", "H", "N", "H", "H", "H", "O"], "coordinates": [[0.183, 0.565, 0.334], [-0.296, 1.895, -1.306], [-0.544, -1.426, 0.257], [-1.891, 2.423, 2.326], [-1.675, -4.350, -0.318], [2.339, 0.891, 0.844], [-1.738, 1.759, -0.140], [1.081, -1.415, -0.890], [2.335, -0.022, -1.892], [-0.668, 1.684, -0.305], [0.898, -2.035, -1.762], [2.183, -0.376, -0.866], [1.300, -2.244, -0.202], [3.139, -0.591, -0.416], [-2.842, 2.501, 2.515], [-2.606, -3.239, 0.074], [1.856, 1.685, -0.637], [1.641, 0.844, 0.009], [-0.937, -0.754, -0.994], [-0.134, -0.720, -0.369], [-0.364, 2.547, 0.305], [-1.533, 3.317, 2.225], [-0.032, 0.480, 1.393], [-1.694, -3.418, -0.186]], "lowdin_charge": [-0.273, 0.094, 0.149, -0.065, 0.038, 0.121, 0.079, -0.112, 0.117, -0.049, 0.135, -0.118, 0.135, 0.113, 0.061, 0.059, 0.113, -0.109, 0.179, 0.078, 0.081, 0.053, 0.150, -0.031]}

Record 3
{"formula": "C4H9NO3S2", "method": "ωB97M-V with the def2-TZVPD basis set", "e_above_lowest_kj_mol": 132.7, "largest_force_ev_per_a": 4.44, "spin_multiplicity": 1, "smiles": "C/C(S)=C\\S(=O)(=O)O.C=N", "e_tot_ev": -33594.346, "e_homo_ev": -9.38, "homo_lumo_gap_ev": 9.869, "symbols": ["O", "H", "O", "C", "C", "H", "H", "S", "H", "H", "O", "N", "H", "H", "S", "H", "C", "H", "C"], "coordinates": [[-0.023, -1.905, -2.316], [-1.809, -2.293, 1.160], [-0.509, 0.532, -1.922], [1.837, 1.667, -0.113], [1.551, 0.210, 0.438], [2.051, 1.586, -1.182], [1.047, 2.382, -0.076], [2.246, 0.085, 2.072], [-2.451, -0.443, -1.033], [0.886, -1.759, 0.164], [1.624, -0.195, -2.766], [-2.126, -1.270, -0.615], [-0.969, -1.921, -1.919], [2.751, 2.028, 0.285], [0.520, -0.422, -1.929], [-2.203, -0.359, 1.442], [-2.013, -1.293, 0.617], [2.941, 1.257, 1.977], [0.961, -0.727, -0.251]], "lowdin_charge": [-0.204, 0.092, -0.267, -0.097, -0.663, 0.064, 0.081, 0.797, 0.042, 0.116, -0.246, 0.006, 0.066, 0.035, 0.533, 0.140, -0.141, -0.114, -0.241]}

Record 4
{"formula": "C3H7N4", "method": "ωB97M-V with the def2-TZVPD basis set", "e_above_lowest_kj_mol": 521.2, "largest_force_ev_per_a": 3.69, "spin_multiplicity": 1, "charge": 1, "smiles": "C=N/N=C\\N=[NH+]\\C", "e_tot_ev": -9173.115, "e_homo_ev": -13.78, "homo_lumo_gap_ev": 8.304, "symbols": ["H", "H", "C", "N", "C", "H", "N", "H", "N", "N", "H", "H", "H", "C"], "coordinates": [[2.941, 0.422, 1.037], [2.814, -1.175, 0.142], [-0.471, 1.274, -0.887], [-2.031, -0.268, 0.092], [-2.855, -1.001, 0.626], [0.576, -0.697, 0.473], [1.219, 0.006, 0.034], [-3.026, -1.959, 0.090], [-1.572, 0.598, -0.560], [0.801, 0.993, -0.575], [2.897, 0.228, -0.749], [-0.551, 2.263, -1.447], [-3.358, -0.530, 1.531], [2.619, -0.155, 0.194]], "lowdin_charge": [0.109, 0.086, -0.133, -0.012, 0.087, 0.186, -0.063, 0.126, 0.142, 0.082, 0.094, 0.147, 0.143, 0.006]}

Record 5
{"formula": "C3H6LaLiO5", "method": "ωB97M-V with the def2-TZVPD basis set", "e_above_lowest_kj_mol": 0.0, "largest_force_ev_per_a": 5.07, "spin_multiplicity": 2, "charge": 1, "s_squared": 0.75, "e_tot_ev": -14502.320, "e_homo_ev": [-11.08, -11.73], "homo_lumo_gap_ev": [5.650, 6.283], "symbols": ["H", "O", "O", "C", "Li", "La", "O", "H", "C", "C", "H", "O", "O", "H", "H", "H"], "coordinates": [[1.321, -0.818, 0.230], [-2.926, 1.448, 0.950], [-0.674, -0.713, -0.342], [1.065, -1.613, -1.746], [-0.471, 2.098, 3.374], [4.762, -1.016, -1.632], [2.427, -1.697, -1.919], [-3.185, 2.297, 0.572], [0.690, -0.610, -0.662], [-1.747, 1.576, 1.587], [0.629, -2.594, -1.463], [-1.160, 2.687, 1.642], [-1.451, 0.643, 2.419], [0.940, 0.406, -1.029], [0.546, -1.304, -2.677], [-0.765, -0.791, 0.695]], "lowdin_charge": [0.113, 0.119, -0.079, -0.365, 0.835, 1.684, -0.586, 0.123, -0.302, -0.816, 0.131, -0.107, -0.136, 0.118, 0.131, 0.135]}

Record 6
{"formula": "C6H12O", "method": "ωB97M-V with the def2-TZVPD basis set", "e_above_lowest_kj_mol": 149.6, "largest_force_ev_per_a": 1.46, "spin_multiplicity": 1, "smiles": "CC[C@@]1(C)C[C@H]1O", "e_tot_ev": -8462.804, "e_homo_ev": -9.30, "homo_lumo_gap_ev": 10.167, "symbols": ["H", "H", "H", "C", "O", "C", "C", "H", "H", "H", "H", "C", "C", "H", "H", "C", "H", "H", "H"], "coordinates": [[-0.045, -0.909, -1.921], [2.967, 0.478, -0.130], [2.116, -0.452, -1.366], [-0.631, -1.234, -1.058], [-0.947, 2.088, 0.867], [1.990, 0.302, -0.580], [-1.207, 0.866, 0.230], [-1.022, -0.278, 2.234], [-1.812, 1.034, -0.686], [1.419, -1.166, 0.942], [-0.331, -2.245, -0.784], [1.074, -0.190, 0.558], [-1.426, -0.309, 1.205], [-0.502, 2.728, 0.265], [1.700, 1.239, -1.097], [-0.358, -0.359, 0.138], [-1.685, -1.290, -1.379], [1.068, 0.566, 1.361], [-2.367, -0.870, 1.203]], "lowdin_charge": [0.074, 0.066, 0.066, -0.038, -0.030, -0.096, -0.308, 0.118, 0.151, 0.123, 0.087, -0.194, -0.019, 0.110, 0.083, -0.500, 0.091, 0.116, 0.102]}